No. 1
C5H5N5 | ωB97M-V/def2-TZVPD

Properties
**HOMO energy**: -10.13 eV
**Largest force on an atom**: 0.24935 hartree/bohr

The geometry in ORCA input format:
```
! RIJCOSX wB97M-V def2-TZVPD def2/J DEFGRID3
* xyz 0 1
C 1.91338 -0.13230 0.24999
C -0.28719 0.05369 1.04661
C -0.42422 1.41240 0.58259
C -1.18638 -0.73292 -0.02297
C -2.64384 -0.36934 0.02129
H 2.05963 0.85736 -1.73012
H 0.18955 0.54735 -1.15672
H 3.19787 -0.13210 0.53995
H -0.75499 -0.24166 2.16569
H 0.39511 -1.63483 -0.49781
N 1.22726 0.13586 -1.08560
N 0.99728 -0.57153 1.15131
N -0.34799 2.20978 -0.47364
N -0.71694 -1.74808 -0.80184
N -3.61853 0.34632 0.01128
*
```

Atom charges from the Löwdin analysis, given in e for atoms 1 to 5: -0.163 -0.400 -0.097 -0.333 -0.140

No. 2
C5H5N6 | ωB97M-V/def2-TZVPD

Properties
**HOMO energy**: -3.39 eV
**Largest force on an atom**: 0.06768 hartree/bohr

The geometry in ORCA input format:
```
! RIJCOSX wB97M-V def2-TZVPD def2/J DEFGRID3
* xyz -1 1
C 0.71249 1.82885 0.81923
C -1.04775 0.36097 0.40368
C 1.85052 -1.41446 0.57782
C 1.33337 -1.44191 -0.76869
C 0.02049 0.73660 1.14441
N 1.28548 2.74768 0.45001
N -2.79881 -0.55731 -0.56307
N -1.87094 -0.69013 0.41901
N -1.48833 1.14369 -0.65517
N -2.63342 0.50622 -1.23053
N 2.15009 -1.34141 1.66749
H 0.35354 -1.21631 -0.46772
H 1.31415 -2.42274 -1.25560
H 1.56542 -0.65689 -1.50364
H 0.34537 0.32506 2.01653
H -1.09167 2.09210 -1.05375
*
```

Atom charges from the Löwdin analysis, given in e for atoms 1 to 5: -0.398 -0.464 -0.311 -0.062 -0.200

No. 3
C5H5NO | ωB97M-V/def2-TZVPD

Properties
**HOMO energy**: -9.89 eV
**Largest force on an atom**: 0.05009 hartree/bohr

The geometry in ORCA input format:
```
! RIJCOSX wB97M-V def2-TZVPD def2/J DEFGRID3
* xyz 0 1
O 0.13942 0.81593 -1.72146
C 0.18502 0.21839 -0.47739
C -1.21130 -0.19811 -0.04472
C -1.32724 -0.49458 1.37697
N -1.42133 -0.71560 2.50798
C 1.22654 -0.87672 -0.36436
C 1.74412 -0.12104 0.49380
H 0.93825 0.59611 -2.22371
H 0.45332 1.04717 0.36831
H -1.88424 0.61839 -0.31518
H -1.49554 -1.07510 -0.62429
H 2.55453 0.23432 1.09723
*
```

Atom charges from the Löwdin analysis, given in e for atoms 1 to 5: 0.016 -0.564 -0.126 -0.215 0.157

No. 4
C5H5NO | ωB97M-V/def2-TZVPD

Properties
**HOMO energy**: -9.19 eV
**SMILES string**: N#CC1=COCC1
**Largest force on an atom**: 0.11591 hartree/bohr

The geometry in ORCA input format:
```
! RIJCOSX wB97M-V def2-TZVPD def2/J DEFGRID3
* xyz 0 1
N 1.08879 1.65572 -2.86207
C 0.89463 1.16639 -1.78900
C 0.20524 0.42862 -0.75549
C -1.05169 0.52422 -0.42783
O -1.54668 -0.32438 0.50982
C -0.45666 -0.77853 1.20239
C 0.74114 -0.44673 0.42661
H -1.78530 0.85800 -1.04409
H -0.49359 -1.91583 1.31826
H -0.48692 -0.27489 2.16694
H 1.52211 -1.17921 0.12853
H 1.36891 0.28661 1.12592
*
```

Atom charges from the Löwdin analysis, given in e for atoms 1 to 5: 0.135 -0.143 -0.189 -0.089 -0.018

No. 5
C5H5NO | ωB97M-V/def2-TZVPD

Properties
**HOMO energy**: -8.90 eV
**Largest force on an atom**: 0.05715 hartree/bohr

The geometry in ORCA input format:
```
! RIJCOSX wB97M-V def2-TZVPD def2/J DEFGRID3
* xyz 0 1
O 0.87278 0.62011 1.69722
C 1.20689 0.00254 0.70939
C 0.36669 -1.06108 -0.02335
C -1.06225 -0.64671 -0.10351
C -1.04426 0.81900 0.10240
C -0.07066 0.93708 -0.81356
N -0.13599 -0.47891 -1.26895
H 2.23548 0.06096 0.32012
H 0.62696 -2.12501 -0.04126
H -1.89843 -1.33834 -0.06046
H -1.60796 1.46942 0.74988
H 0.50157 1.73178 -1.26437
*
```

Atom charges from the Löwdin analysis, given in e for atoms 1 to 5: 0.040 -0.251 -0.173 -0.178 -0.019

No. 6
C5H5NO | ωB97M-V/def2-TZVPD

Properties
**HOMO energy**: -10.08 eV
**SMILES string**: C#CC(=O)[C@H]1CN1
**Largest force on an atom**: 0.01147 hartree/bohr

The geometry in ORCA input format:
```
! RIJCOSX wB97M-V def2-TZVPD def2/J DEFGRID3
* xyz 0 1
C 3.02857 -0.01949 -0.23092
C 1.89972 -0.05304 0.18834
C 0.52625 -0.08120 0.67640
O 0.23614 -0.56510 1.75379
C -0.51050 0.50061 -0.22761
C -1.65184 -0.40130 -0.56442
N -1.83258 0.71371 0.33964
H 4.03470 0.00367 -0.59081
H -0.16503 1.23131 -0.95274
H -1.63126 -1.41014 -0.15735
H -2.12386 -0.29820 -1.53755
H -1.81031 0.37917 1.30324
*
```

Atom charges from the Löwdin analysis, given in e for atoms 1 to 5: 0.156 -0.023 -0.392 0.097 -0.254

| no. | Kohn-Sham gap (eV) | total energy (eV) |
| --- | --- | --- |
| 1 | 9.324 | -12707.8478 |
| 2 | 7.119 | -14205.3739 |
| 3 | 10.107 | -8798.0869 |
| 4 | 9.768 | -8801.0590 |
| 5 | 9.228 | -8798.6897 |
| 6 | 10.093 | -8800.3487 |